[1]
14
Properties=species:S:1:pos:R:3 method="wB97M-V/def2-TZVPD" e_above_lowest_kj_mol=230.0 total_energy_ev=-17054.3461 e_lumo_ha=0.018 charge=0
C -0.63 1.44 0.11
C -0.30 -0.88 0.26
C 0.76 -1.37 -0.68
N 0.68 1.43 0.71
N -1.19 0.08 -0.35
S 1.04 0.12 1.83
H -0.58 2.10 -0.77
H -1.33 1.86 0.83
H -0.79 -1.67 0.81
H 1.29 -0.54 -1.15
H 0.29 -1.95 -1.48
H 1.48 -2.00 -0.16
H 1.40 1.39 0.00
H -2.12 0.00 0.05


[2]
14
Properties=species:S:1:pos:R:3 method="wB97M-V/def2-TZVPD" e_above_lowest_kj_mol=104.4 total_energy_ev=-17055.6486 e_lumo_ha=0.028 charge=0
H -0.01 -0.88 2.28
N 0.58 -0.55 1.50
C -0.14 -0.04 0.57
C -1.64 0.05 0.60
S -2.42 -0.90 -0.66
N 0.45 0.42 -0.55
C 1.87 0.34 -0.67
H -2.01 -0.28 1.58
H -1.83 1.12 0.53
H -1.49 -0.60 -1.53
H -0.12 0.41 -1.42
H 2.38 0.71 0.19
H 2.20 -0.72 -0.84
H 2.18 0.92 -1.58


[3]
15
Properties=species:S:1:pos:R:3 method="wB97M-V/def2-TZVPD" e_above_lowest_kj_mol=112.6 total_energy_ev=-27890.5297 e_lumo_ha=0.025 charge=0 smiles="[H]/N=C/NSCSC"
H -2.93 2.25 -0.12
N -2.25 1.51 -0.30
C -2.58 0.50 0.35
N -1.90 -0.71 0.32
S -0.52 -0.93 -0.65
C 0.73 -0.81 0.66
S 2.33 -0.21 -0.02
C 2.12 1.56 0.01
H -3.46 0.41 1.04
H -2.39 -1.50 0.74
H 0.32 -0.13 1.35
H 0.93 -1.78 1.14
H 1.72 1.75 1.02
H 3.02 2.18 -0.08
H 1.29 1.88 -0.66


[4]
14
Properties=species:S:1:pos:R:3 method="wB97M-V/def2-TZVPD" e_above_lowest_kj_mol=450.4 total_energy_ev=-7700.6103 e_lumo_ha=-0.098 charge=+1
C -2.10 0.81 0.07
C -2.44 -0.61 0.46
C 1.46 0.30 -0.01
N 2.62 0.10 0.10
N 3.86 -0.10 0.09
N -1.25 -0.33 -0.46
H -2.60 1.36 -0.59
H -1.55 1.45 0.71
H -2.12 -1.07 1.39
H -3.13 -1.17 -0.12
H -1.29 -0.41 -1.49
H -0.21 -0.42 -0.20
H 4.49 -0.08 0.89
H 4.26 0.16 -0.85


[5]
14
Properties=species:S:1:pos:R:3 method="wB97M-V/def2-TZVPD" e_above_lowest_kj_mol=386.4 total_energy_ev=-7701.2735 e_lumo_ha=-0.124 charge=+1 smiles=C1NCN2[NH2+][C@@H]12
C -0.33 1.12 -0.27
N -1.30 0.10 -0.13
C -0.64 -0.78 1.02
N 0.70 -0.80 0.58
N 0.97 -0.86 -0.84
C 1.01 0.39 -0.08
H -0.28 2.09 0.42
H -0.28 1.66 -1.25
H -2.29 0.34 0.09
H -0.61 -0.22 1.98
H -0.98 -1.81 1.22
H 0.24 -0.90 -1.48
H 1.85 -1.35 -1.19
H 1.94 1.02 -0.05


[6]
14
Properties=species:S:1:pos:R:3 method="wB97M-V/def2-TZVPD" e_above_lowest_kj_mol=677.2 total_energy_ev=-7698.2599 e_lumo_ha=-0.201 charge=+1
C 1.81 -0.83 -0.45
C 1.80 -0.33 0.79
C -1.45 -0.88 -0.22
N -1.42 1.61 0.11
N -1.40 2.74 0.15
N -1.12 0.52 -0.21
H 2.64 -1.22 -1.04
H 0.92 -0.56 -0.95
H 1.06 0.22 1.26
H 2.70 -0.32 1.39
H -1.90 -1.06 -1.19
H -2.14 -1.13 0.48
H -0.47 -1.38 -0.20
H -1.00 3.53 0.58


[7]
14
Properties=species:S:1:pos:R:3 method="wB97M-V/def2-TZVPD" e_above_lowest_kj_mol=595.8 total_energy_ev=-7699.1031 e_lumo_ha="-0.178 / -0.198" charge=+1
C 0.03 -1.86 -1.38
C -0.19 0.01 -0.96
C 0.31 1.48 1.58
N 0.89 -0.85 -1.07
N -1.04 -1.04 -1.27
N -0.02 0.17 1.35
H 0.16 -2.85 -1.54
H -0.18 1.07 -1.29
H -0.37 2.34 1.34
H 0.13 1.62 2.65
H 1.34 1.66 1.17
H 1.83 -0.70 -0.88
H -1.99 -0.97 -1.57
H -0.92 -0.06 1.89


[8]
14
Properties=species:S:1:pos:R:3 method="wB97M-V/def2-TZVPD" e_above_lowest_kj_mol=283.6 total_energy_ev=-7697.1218 e_lumo_ha="-0.247 / -0.381" spin_multiplicity=3 charge=+1 s_squared=2.023
C -2.62 -0.38 -0.06
C -4.11 -0.27 -0.50
C 7.20 0.25 -0.15
N -2.00 -0.09 0.99
N 5.98 0.01 -0.37
N -5.17 0.08 0.09
H -1.88 -0.67 -0.84
H -4.37 -0.64 -1.49
H 7.82 0.13 -1.00
H 7.81 0.76 0.64
H 5.27 0.32 0.19
H -2.63 0.25 1.72
H -5.21 0.54 0.97
H -6.08 -0.29 -0.19


[9]
15
Properties=species:S:1:pos:R:3 method="wB97M-V/def2-TZVPD" e_above_lowest_kj_mol=504.1 total_energy_ev=-9747.2389 e_lumo_ha=-0.135 charge=+1
C 1.77 0.81 0.22
C 2.84 -0.23 0.01
C 0.69 1.11 -0.80
N 0.36 0.34 0.10
N -0.43 -0.47 0.70
N -2.95 -0.46 -0.12
O 2.71 -1.42 0.17
H 2.11 1.53 0.91
H 3.87 0.10 -0.15
H 0.30 1.60 -1.77
H 0.21 -0.95 1.33
H -1.49 -0.71 0.19
H -2.97 -0.81 -1.12
H -3.36 0.45 -0.05
H -3.67 -0.91 0.38


[10]
15
Properties=species:S:1:pos:R:3 method="wB97M-V/def2-TZVPD" e_above_lowest_kj_mol=371.7 total_energy_ev=-9748.6111 e_lumo_ha=-0.143 charge=+1
C 0.44 -0.66 0.59
C 0.25 -0.74 -1.73
C -0.92 1.82 0.32
N 0.49 -1.43 -0.43
N 0.05 1.02 -0.35
N 0.62 -0.76 1.86
O -0.53 0.35 -1.42
H 1.23 -0.47 -2.16
H -0.32 -1.37 -2.42
H -0.99 2.75 -0.25
H -1.91 1.37 0.37
H -0.54 2.07 1.31
H 0.73 -2.41 -0.45
H 0.91 -1.62 2.32
H 0.50 0.06 2.45